# 1
Entry from OMol25: a cluster of 9 separate species, C53H119N5O13 in total (wB97M-V/def2-TZVPD).

As for the molar mass: 1034.6 g/mol. The value obtained for the highest occupied orbital energy (alpha / beta) is -0.3414 / -0.3414 Eh. As for the LUMO energy (alpha / beta): -2.69 / -6.64 eV. Its total energy is -3341.9202 Ha.

```
! RIJCOSX wB97M-V def2-TZVPD def2/J DEFGRID3
* xyz 1 2
C -4.458 -0.705 4.018
C -3.691 -1.998 4.241
C -2.578 -2.176 3.173
C -1.364 -1.195 3.366
C -0.765 -1.325 4.761
C -1.792 -1.291 5.929
N -2.932 -2.157 5.536
O -3.842 -2.218 6.503
C -1.113 -1.907 7.173
C -2.261 0.073 6.270
C -4.644 -3.199 3.970
H -5.194 -0.623 4.819
H -5.132 -0.788 3.165
H -3.904 0.233 4.025
H -2.129 -3.160 3.309
H -3.040 -2.157 2.186
H -1.725 -0.192 3.138
H -0.641 -1.424 2.584
H -0.025 -0.535 4.892
H -0.114 -2.199 4.796
H -1.047 -2.959 6.896
H -0.125 -1.464 7.299
H -1.671 -1.797 8.103
H -2.892 0.081 7.159
H -1.500 0.789 6.578
H -2.904 0.625 5.585
H -5.356 -3.294 4.789
H -4.126 -4.152 3.864
H -5.292 -3.107 3.098
H -3.949 -3.162 6.637
C -0.100 1.667 -3.850
C -0.673 3.132 -3.650
C 0.156 4.112 -4.575
C -0.443 5.530 -4.732
C -1.853 5.463 -5.213
C -2.765 4.483 -4.384
N -2.107 3.205 -4.022
O -2.832 2.354 -3.251
C -3.337 5.174 -3.226
C -3.852 4.095 -5.393
C -0.407 3.681 -2.196
H -0.347 1.410 -4.880
H -0.483 0.857 -3.229
H 0.988 1.646 -3.918
H 1.186 4.155 -4.218
H 0.196 3.636 -5.554
H 0.194 6.105 -5.404
H -0.488 6.013 -3.756
H -1.775 5.324 -6.292
H -2.258 6.473 -5.162
H -3.878 4.443 -2.625
H -2.531 5.630 -2.651
H -4.061 5.944 -3.493
H -3.560 3.420 -6.197
H -4.651 3.567 -4.872
H -4.368 4.944 -5.841
H -0.942 3.138 -1.416
H -0.613 4.746 -2.081
H 0.642 3.513 -1.952
H -2.941 2.955 -2.511
C -3.201 1.533 1.529
C -4.500 2.080 0.813
C -5.689 1.586 1.690
C -7.110 2.206 1.268
C -7.010 3.655 1.423
C -5.715 4.357 0.630
N -4.483 3.557 0.800
O -3.391 4.188 0.269
C -6.294 4.625 -0.682
C -5.552 5.733 1.469
C -4.657 1.423 -0.612
H -3.087 1.998 2.508
H -2.343 1.764 0.898
H -3.178 0.449 1.646
H -5.700 0.497 1.717
H -5.603 1.754 2.764
H -7.785 1.709 1.965
H -7.328 1.957 0.230
H -6.998 4.022 2.449
H -7.964 4.041 1.063
H -5.963 5.606 -1.023
H -6.251 3.900 -1.495
H -7.383 4.665 -0.726
H -5.176 5.459 2.455
H -4.695 6.264 1.054
H -6.384 6.428 1.579
H -5.073 0.415 -0.602
H -3.727 1.497 -1.176
H -5.399 1.928 -1.231
H -3.145 4.880 0.887
C 2.905 -5.159 -0.239
C 1.554 -5.721 0.264
C 0.886 -6.456 -0.931
C -0.170 -7.400 -0.429
C 0.189 -8.184 0.749
C 0.635 -7.365 1.913
N 1.713 -6.534 1.435
O 2.396 -5.973 2.374
C -0.593 -6.637 2.561
C 1.207 -8.382 3.059
C 0.690 -4.460 0.524
H 3.221 -4.278 0.319
H 2.826 -4.919 -1.299
H 3.620 -5.971 -0.111
H 0.453 -5.776 -1.666
H 1.650 -6.868 -1.590
H -0.260 -8.116 -1.245
H -1.148 -7.055 -0.094
H 1.023 -8.843 0.510
H -0.700 -8.762 0.998
H -1.259 -7.329 3.076
H -0.214 -5.904 3.272
H -1.132 -6.017 1.845
H 1.112 -7.885 4.025
H 0.600 -9.246 3.332
H 2.215 -8.753 2.875
H 0.735 -3.716 -0.271
H 0.794 -4.022 1.517
H -0.339 -4.759 0.320
H 3.244 -6.422 2.394
C 4.357 2.011 -3.878
C 4.463 0.672 -4.623
C 3.835 0.945 -5.984
C 4.215 -0.053 -7.062
C 5.746 -0.388 -7.151
C 6.318 -0.743 -5.756
N 5.881 0.285 -4.772
O 6.491 0.092 -3.576
C 5.997 -2.216 -5.397
C 7.831 -0.539 -5.953
C 3.525 -0.386 -3.898
H 5.171 2.665 -4.191
H 4.541 1.933 -2.807
H 3.366 2.445 -4.019
H 2.751 0.842 -5.928
H 4.242 1.910 -6.286
H 3.936 0.562 -7.918
H 3.697 -1.008 -7.149
H 6.220 0.553 -7.432
H 5.825 -1.140 -7.936
H 6.226 -2.436 -4.354
H 5.040 -2.690 -5.619
H 6.755 -2.887 -5.801
H 8.431 -0.764 -5.072
H 8.225 -1.086 -6.810
H 8.013 0.515 -6.161
H 2.485 -0.096 -3.748
H 3.868 -0.687 -2.908
H 3.515 -1.311 -4.475
H 7.344 0.495 -3.754
C 3.038 -2.989 4.115
C 3.445 -2.909 5.614
O 4.649 -2.215 5.629
O 3.015 -1.821 3.377
H 2.087 -3.519 4.091
H 3.765 -3.612 3.594
H 3.505 -3.922 6.010
H 2.708 -2.280 6.113
H 5.290 -2.755 5.161
H 3.885 -1.421 3.315
C 4.459 3.369 0.660
C 5.507 2.705 -0.271
O 5.500 1.292 -0.217
O 3.149 3.228 0.062
H 4.697 4.431 0.727
H 4.456 2.953 1.668
H 6.518 2.929 0.071
H 5.544 3.071 -1.297
H 4.636 0.922 -0.412
H 2.520 3.875 0.392
C -0.015 2.810 3.277
C 1.435 3.424 3.255
O 1.426 4.548 2.393
O -0.533 3.150 4.510
H -0.026 1.746 3.039
H -0.641 3.174 2.461
H 2.095 2.670 2.825
H 1.836 3.622 4.249
H 0.502 4.810 2.389
H -0.029 2.490 4.992
C 0.872 -0.563 0.411
C 1.712 -0.608 -0.914
O 2.735 0.351 -0.635
O 0.440 0.685 0.798
H 1.531 -1.027 1.145
H 0.067 -1.283 0.269
H 1.178 -0.316 -1.819
H 2.108 -1.618 -1.016
H 2.419 1.214 -0.911
H 1.241 1.195 0.935
*
```



# 2
Entry from OMol25: a cluster of 9 separate species, C53H124N8O9 in total (wB97M-V/def2-TZVPD).

As for the molar mass: 1017.6 g/mol. The value obtained for the highest occupied orbital energy (alpha / beta) is -0.3666 / -0.3666 Eh. The energy above the lowest of the compared OMol25 structures with the same formula, charge and spin comes out at 72.8 kcal/mol. As for the LUMO energy (alpha / beta): -1.91 / -6.69 eV. Its total energy is -3208.2290 Ha.

```
! RIJCOSX wB97M-V def2-TZVPD def2/J DEFGRID3
* xyz 1 2
C 1.728 1.059 3.001
C 3.043 1.027 3.669
C 3.700 -0.427 3.645
C 5.213 -0.384 3.960
C 5.909 0.639 3.048
C 5.404 2.048 3.052
N 3.926 1.970 2.899
O 3.406 3.304 2.822
C 5.798 2.790 4.371
C 6.012 2.613 1.779
C 2.848 1.487 5.200
H 1.104 1.940 3.154
H 1.065 0.276 3.369
H 1.851 1.021 1.919
H 3.212 -0.995 4.438
H 3.421 -0.933 2.721
H 5.671 -1.372 3.942
H 5.411 -0.002 4.962
H 6.066 0.202 2.062
H 6.961 0.671 3.330
H 5.677 2.190 5.273
H 6.774 3.269 4.287
H 4.987 3.466 4.642
H 7.090 2.669 1.933
H 5.917 1.961 0.911
H 5.621 3.623 1.649
H 2.394 2.468 5.061
H 3.776 1.532 5.771
H 2.165 0.899 5.814
H 3.051 3.521 1.957
C -1.513 -4.464 2.635
C -2.919 -3.922 2.789
C -3.780 -4.687 1.715
C -5.341 -4.391 1.864
C -5.664 -4.576 3.365
C -4.866 -3.830 4.362
N -3.430 -4.102 4.131
O -2.709 -3.358 5.146
C -5.321 -2.334 4.328
C -5.132 -4.602 5.678
C -2.735 -2.405 2.396
H -1.173 -4.486 1.600
H -1.452 -5.483 3.016
H -0.815 -3.790 3.131
H -3.609 -4.366 0.687
H -3.677 -5.748 1.941
H -6.002 -5.094 1.357
H -5.661 -3.386 1.588
H -5.841 -5.644 3.489
H -6.702 -4.289 3.531
H -4.614 -1.523 4.502
H -5.896 -1.953 3.484
H -6.037 -2.055 5.101
H -4.583 -4.189 6.524
H -6.158 -4.557 6.042
H -4.900 -5.656 5.524
H -2.026 -1.849 3.010
H -3.641 -1.800 2.400
H -2.486 -2.403 1.335
H -2.491 -4.092 5.725
C -6.861 -0.120 -2.228
C -5.328 -0.569 -2.408
C -4.757 -1.542 -1.338
C -3.350 -2.016 -1.627
C -3.414 -2.752 -2.931
C -3.935 -1.869 -4.108
N -5.232 -1.162 -3.772
O -5.553 -0.255 -4.845
C -2.693 -1.011 -4.554
C -4.305 -2.865 -5.177
C -4.480 0.802 -2.154
H -6.987 0.155 -1.181
H -7.426 -1.044 -2.348
H -7.252 0.576 -2.971
H -4.791 -1.009 -0.388
H -5.369 -2.443 -1.309
H -3.102 -2.780 -0.889
H -2.676 -1.160 -1.640
H -4.138 -3.549 -2.763
H -2.380 -3.078 -3.042
H -2.524 -0.235 -3.807
H -1.729 -1.515 -4.617
H -2.888 -0.526 -5.510
H -3.403 -3.448 -5.367
H -5.099 -3.527 -4.833
H -4.689 -2.494 -6.127
H -4.647 1.426 -3.031
H -3.399 0.710 -2.047
H -4.936 1.322 -1.312
H -4.972 0.500 -4.721
C 1.152 1.125 -3.421
C 0.576 2.074 -4.478
C -0.841 2.466 -3.972
C -1.463 3.763 -4.576
C -0.484 4.828 -4.391
C 1.041 4.534 -4.880
N 1.486 3.267 -4.379
O 2.832 2.987 -4.697
C 1.142 4.701 -6.361
C 1.868 5.725 -4.105
C 0.456 1.410 -5.879
H 1.674 1.633 -2.610
H 1.948 0.430 -3.688
H 0.358 0.539 -2.958
H -1.453 1.646 -4.350
H -0.828 2.535 -2.885
H -2.390 3.945 -4.032
H -1.691 3.564 -5.623
H -0.399 5.142 -3.351
H -0.927 5.678 -4.910
H 0.709 5.569 -6.858
H 2.219 4.797 -6.498
H 0.794 3.908 -7.024
H 1.494 6.690 -4.448
H 1.732 5.615 -3.029
H 2.921 5.691 -4.385
H -0.355 1.708 -6.543
H 0.408 0.321 -5.886
H 1.375 1.479 -6.461
H 3.195 2.722 -3.849
C 0.336 -0.841 0.060
O -0.503 -0.231 0.989
H 0.366 -1.923 0.187
H 0.114 -0.581 -0.976
H 1.327 -0.403 0.179
H -0.693 0.710 0.958
C 4.179 -0.934 -1.388
C 5.454 -0.342 -2.086
C 5.272 0.013 -3.710
O 6.508 0.323 -4.366
C 6.278 1.251 -5.405
N 5.630 0.856 -1.446
H 4.091 -1.870 -1.939
H 3.261 -0.354 -1.297
H 4.476 -1.139 -0.360
H 6.213 -1.117 -1.978
H 4.530 0.812 -3.704
H 4.776 -0.864 -4.125
H 5.695 2.101 -5.050
H 5.882 0.770 -6.300
H 7.227 1.719 -5.664
H 5.516 0.838 -0.443
H 6.576 1.087 -1.716
C 3.061 -3.515 1.233
C 3.190 -5.004 1.070
C 3.970 -5.765 2.168
O 5.368 -5.366 2.327
C 6.227 -6.539 2.355
N 1.900 -5.623 1.086
H 2.615 -3.161 0.304
H 4.050 -3.076 1.366
H 2.440 -3.032 1.988
H 3.586 -5.173 0.069
H 3.821 -6.836 2.029
H 3.527 -5.604 3.150
H 6.011 -6.852 3.377
H 7.252 -6.374 2.024
H 5.923 -7.370 1.719
H 1.598 -5.443 2.033
H 2.035 -6.613 0.939
C -4.025 2.049 4.137
C -3.530 1.149 2.991
C -3.675 1.507 1.447
O -5.054 1.778 1.074
C -5.421 3.129 1.059
N -2.160 0.762 3.224
H -5.085 2.301 4.184
H -3.520 3.014 4.088
H -3.732 1.627 5.098
H -4.153 0.256 3.038
H -3.333 0.664 0.847
H -2.855 2.196 1.248
H -6.487 3.092 1.283
H -5.161 3.647 0.136
H -4.879 3.646 1.852
H -2.163 0.211 4.071
H -1.715 0.081 2.627
C -0.586 4.995 1.200
C -0.359 3.890 0.207
C 0.886 4.029 -0.550
O 2.004 4.089 0.241
C 3.208 3.835 -0.470
N -0.393 2.650 0.973
H 0.392 5.095 1.671
H -1.365 4.829 1.944
H -0.758 5.969 0.743
H -1.232 3.870 -0.445
H 0.792 4.992 -1.052
H 0.968 3.161 -1.205
H 4.025 3.948 0.242
H 3.333 4.450 -1.361
H 3.172 2.784 -0.759
H -1.033 2.667 1.753
H 0.548 2.596 1.336
*
```